# C2H3ClN

C2H3ClN as an isolated structure in a non-equilibrium geometry (ωB97M-V/def2-TZVPD, the OMol25 dataset).

XYZ file:
```
7
Properties=species:S:1:pos:R:3
Cl 2.24 -0.04 0.02
N -0.37 -0.40 -0.03
C 0.48 0.60 -0.10
C -1.15 -1.21 0.02
H 0.56 1.22 -1.02
H 0.32 1.49 0.92
H -2.08 -1.65 0.19
```

Its charge is +1. The energy relative to the best compared isomer or geometry (same formula, charge and spin) is 88.8 kJ/mol.

Atom-resolved charges from Mulliken, all expressed in e: atom 1 (Cl): -0.0550, atom 2 (N): 0.2786, atom 3 (C): -0.2933, atom 4 (C): -0.0349, atom 5 (H): 0.3263, atom 6 (H): 0.3575, atom 7 (H): 0.4207

***

# C3H5F2IO

An isolated molecule of C3H5F2IO in a non-equilibrium geometry (ωB97M-V/def2-TZVPD, the OMol25 dataset).

XYZ file:
```
12
Properties=species:S:1:pos:R:3
I 2.74 1.01 0.18
F 1.08 -0.82 -1.23
F 1.62 -1.61 0.74
O -1.01 -1.28 0.51
C -0.69 0.95 -0.60
C -0.25 -0.07 0.51
C 1.19 -0.54 0.12
H 0.27 1.15 -1.13
H -1.55 0.45 -1.06
H -1.96 -1.26 0.26
H -1.05 1.75 0.07
H -0.40 0.28 1.62
```

Its charge is 0. The energy relative to the best compared isomer or geometry (same formula, charge and spin) is 42.4 kJ/mol. The SMILES is C[C@@H](O)C(F)(F)I.

Atom-resolved charges from Mulliken, all expressed in e: atom 1 (I): 0.0654, atom 2 (F): -0.2073, atom 3 (F): -0.1994, atom 4 (O): -0.5473, atom 5 (C): -0.9338, atom 6 (C): 0.2809, atom 7 (C): 0.0705, atom 8 (H): 0.3436, atom 9 (H): 0.2781, atom 10 (H): 0.2961, atom 11 (H): 0.2681, atom 12 (H): 0.2851

***

# C2H2FOPb

C2H2FOPb as an isolated structure in a non-equilibrium geometry (ωB97M-V/def2-TZVPD, the OMol25 dataset).

XYZ file:
```
7
Properties=species:S:1:pos:R:3
Pb 1.00 -1.49 1.39
F 1.51 -0.03 -0.04
O -0.79 -0.78 0.99
C -0.80 0.02 -0.06
C 0.32 0.55 -0.56
H -1.77 0.39 -0.44
H 0.52 1.34 -1.28
```

Its charge is +1. The energy relative to the best compared isomer or geometry (same formula, charge and spin) is 18.0 kJ/mol.

Atom-resolved charges from Mulliken, all expressed in e: atom 1 (Pb): 1.1713, atom 2 (F): -0.2408, atom 3 (O): -0.5683, atom 4 (C): -0.0381, atom 5 (C): -0.0577, atom 6 (H): 0.3625, atom 7 (H): 0.3711

***

# C6H10O

An isolated molecule of C6H10O (ωB97M-V/def2-TZVPD, the OMol25 dataset).

XYZ file:
```
17
Properties=species:S:1:pos:R:3
O -0.86 1.35 0.78
C -1.68 0.62 -0.10
C -1.08 -0.35 -1.07
C 0.96 -0.33 0.72
C -1.81 -0.85 0.15
C 2.28 -0.51 0.08
C 0.51 1.08 0.71
H -2.54 1.21 -0.40
H 2.16 -1.28 -0.70
H -2.75 -1.35 -0.04
H 0.95 1.36 1.69
H 2.95 -0.98 0.80
H -1.26 -1.20 1.01
H -1.57 -0.51 -2.03
H 2.76 0.38 -0.38
H 0.00 -0.37 -1.18
H 0.99 1.73 -0.05
```

Its charge is 0. The energy relative to the best compared isomer or geometry (same formula, charge and spin) is 476.7 kJ/mol.

Atom-resolved charges from Mulliken, all expressed in e: atom 1 (O): -0.3667, atom 2 (C): 0.0090, atom 3 (C): -0.4716, atom 4 (C): -0.2089, atom 5 (C): -0.4363, atom 6 (C): -1.0241, atom 7 (C): -0.2414, atom 8 (H): 0.3649, atom 9 (H): 0.2838, atom 10 (H): 0.2677, atom 11 (H): 0.2788, atom 12 (H): 0.3875, atom 13 (H): 0.2669, atom 14 (H): 0.2844, atom 15 (H): 0.2867, atom 16 (H): -0.0123, atom 17 (H): 0.3314

***

# C43H69NO13P2

A 9-piece molecular cluster, C43H69NO13P2 overall in a non-equilibrium geometry (ωB97M-V/def2-TZVPD, the OMol25 dataset).

XYZ file:
```
128
Properties=species:S:1:pos:R:3
P -0.40 -5.43 -1.66
P -0.79 4.74 1.98
O 5.83 -3.67 -4.91
O 1.09 -1.02 2.45
O 0.46 -4.17 -5.34
O 4.33 6.13 2.52
O -3.73 -4.62 -2.87
O -0.07 5.82 2.78
O -0.93 -6.57 2.47
O -2.12 9.93 -1.13
O 4.21 0.34 -1.33
O -0.26 1.54 8.44
O -5.98 -1.28 1.34
O -1.91 5.32 0.84
O -1.69 3.81 3.13
N 0.48 8.27 -1.20
C 6.50 -1.49 -4.26
C 2.42 -2.10 -2.45
C 0.97 -7.72 3.31
C 6.22 4.96 3.35
C 1.22 3.95 -0.10
C 1.72 -5.46 -6.90
C 4.75 5.25 3.25
C -4.35 -2.46 -2.10
C 0.33 3.51 1.10
C -4.09 -2.46 2.19
C 1.17 0.95 0.88
C 0.60 -3.84 -1.42
C 0.59 7.72 0.21
C 2.24 -1.20 -1.19
C -5.86 -3.89 -3.62
C -0.45 -4.23 -7.53
C 1.60 -3.43 -2.56
C -4.17 9.67 0.03
C 1.71 6.58 0.30
C 2.12 1.36 -0.32
C 3.82 4.42 4.09
C 1.31 5.42 -0.73
C -3.07 9.22 -0.89
C -1.02 2.62 6.46
C 6.34 -2.97 -4.05
C 1.28 -1.61 0.00
C -1.92 -5.38 -0.49
C -3.21 7.86 -1.51
C -4.57 -3.74 -2.86
C 3.01 0.21 -1.00
C -1.43 -8.26 4.06
C 2.11 2.84 -0.77
C -0.14 1.68 7.24
C 6.82 -3.54 -2.75
C -0.51 -7.43 3.21
C 0.48 -2.92 -0.14
C -5.56 -2.16 2.09
C 0.90 0.91 6.46
C 0.31 2.01 1.58
C -6.50 -2.98 2.93
C 1.19 -0.61 1.27
C -1.17 -5.50 -3.41
C 0.57 -4.58 -6.48
H 2.79 4.74 3.91
H -5.94 -3.11 -4.38
H -6.27 -2.83 3.99
H 6.27 -3.09 -1.92
H -0.15 7.68 -1.76
H -3.94 10.67 0.41
H 4.05 4.56 5.15
H -2.21 -4.28 -0.30
H 6.56 5.12 4.38
H -1.72 3.10 7.15
H -1.20 -4.49 -3.94
H 7.56 -1.22 -4.22
H -1.59 2.07 5.71
H -7.53 -2.65 2.75
H -1.66 -5.91 0.48
H 0.03 -3.68 -8.35
H -1.98 3.00 2.66
H 0.30 5.61 -1.26
H -1.34 -9.31 3.79
H 1.60 1.60 5.99
H 1.17 -8.75 3.01
H 1.34 -6.42 -7.25
H -2.79 -5.96 -0.98
H 6.78 5.63 2.69
H 6.63 -4.62 -2.74
H -1.20 -8.11 5.12
H 7.89 -3.37 -2.64
H -0.33 1.68 2.46
H 1.46 0.27 7.15
H 0.80 8.64 0.88
H -3.75 -2.29 3.22
H -3.24 7.09 -0.73
H -1.22 -3.59 -7.09
H 2.69 7.06 -0.11
H 6.11 -1.21 -5.24
H -4.36 -1.61 -2.79
H -3.38 -2.49 -1.61
H 1.96 6.23 1.36
H -0.47 7.36 0.48
H 0.42 0.28 5.71
H -5.12 9.71 -0.51
H -6.42 -4.03 2.67
H -2.35 7.66 -2.16
H -2.46 -7.94 3.89
H 3.16 -1.78 -3.27
H -4.11 7.81 -2.12
H 5.94 -0.94 -3.50
H 0.03 9.21 -1.17
H 2.37 -5.63 -6.04
H 6.42 3.93 3.04
H -3.54 -1.79 1.53
H -4.25 8.99 0.88
H -6.70 -3.84 -2.93
H -2.19 4.50 0.34
H -3.90 -3.49 1.89
H -0.41 3.39 5.99
H -5.12 -2.34 -1.34
H 1.51 -7.05 2.64
H -5.88 -4.86 -4.12
H -2.27 -5.86 -3.27
H 1.31 -7.55 4.33
H -0.23 -3.22 0.70
H -0.93 -5.14 -7.91
H 1.76 -4.07 -3.50
H 3.91 3.37 3.81
H -0.68 -6.30 -4.08
H 2.29 -4.97 -7.69
H 2.80 3.11 -1.65
H 2.10 5.40 -1.57
```

Its charge is 0. The SMILES is CP(C)c1ccc2c(c1)C(=O)c1cc(P(=O)(O)O)c(CCCN)cc1C2=O.CC(C)=O.CC(C)=O.CC(C)=O.CC(C)=O.CC(C)=O.CC(C)=O.CC(C)=O.CC(C)=O.

Results of the Mulliken charge analysis, in e, for atoms 1 through 99: atom 1 (P): 0.0199, atom 2 (P): 0.9176, atom 3 (O): -0.5753, atom 4 (O): -0.5369, atom 5 (O): -0.4030, atom 6 (O): -0.5293, atom 7 (O): -0.4808, atom 8 (O): -0.6620, atom 9 (O): -0.5413, atom 10 (O): -0.5599, atom 11 (O): -0.5479, atom 12 (O): -0.5737, atom 13 (O): -0.5750, atom 14 (O): -0.4130, atom 15 (O): -0.4864, atom 16 (N): -0.6673, atom 17 (C): -0.9607, atom 18 (C): -0.8584, atom 19 (C): -1.0959, atom 20 (C): -1.1877, atom 21 (C): 0.3376, atom 22 (C): -1.1583, atom 23 (C): 0.7409, atom 24 (C): -0.7873, atom 25 (C): 1.0987, atom 26 (C): -0.9598, atom 27 (C): 0.0472, atom 28 (C): 0.4195, atom 29 (C): -0.3377, atom 30 (C): 0.4804, atom 31 (C): -1.2353, atom 32 (C): -1.2098, atom 33 (C): -0.4245, atom 34 (C): -1.1349, atom 35 (C): -0.2614, atom 36 (C): 0.3043, atom 37 (C): -0.8311, atom 38 (C): -0.4639, atom 39 (C): 0.8564, atom 40 (C): -0.9193, atom 41 (C): 0.8824, atom 42 (C): 0.4218, atom 43 (C): -0.1507, atom 44 (C): -0.8699, atom 45 (C): 0.7006, atom 46 (C): 0.0901, atom 47 (C): -1.1285, atom 48 (C): -1.3061, atom 49 (C): 0.8147, atom 50 (C): -1.0605, atom 51 (C): 0.8138, atom 52 (C): -0.5608, atom 53 (C): 0.8546, atom 54 (C): -0.8284, atom 55 (C): -0.5526, atom 56 (C): -1.1491, atom 57 (C): -0.0128, atom 58 (C): -0.6444, atom 59 (C): 0.8047, atom 60 (H): 0.1633, atom 61 (H): 0.3534, atom 62 (H): 0.3415, atom 63 (H): 0.2692, atom 64 (H): 0.1871, atom 65 (H): 0.3141, atom 66 (H): 0.3706, atom 67 (H): -0.1652, atom 68 (H): 0.3381, atom 69 (H): 0.3200, atom 70 (H): 0.1489, atom 71 (H): 0.3985, atom 72 (H): 0.2364, atom 73 (H): 0.3161, atom 74 (H): 0.1081, atom 75 (H): 0.3618, atom 76 (H): 0.2902, atom 77 (H): 0.2842, atom 78 (H): 0.3376, atom 79 (H): 0.1501, atom 80 (H): 0.3346, atom 81 (H): 0.3368, atom 82 (H): 0.2934, atom 83 (H): 0.3117, atom 84 (H): 0.2952, atom 85 (H): 0.3361, atom 86 (H): 0.3524, atom 87 (H): 0.1983, atom 88 (H): 0.3117, atom 89 (H): 0.3634, atom 90 (H): 0.4220, atom 91 (H): 0.0921, atom 92 (H): 0.2913, atom 93 (H): 0.3684, atom 94 (H): 0.2777, atom 95 (H): 0.3743, atom 96 (H): 0.0907, atom 97 (H): 0.1424, atom 98 (H): 0.0233, atom 99 (H): 0.2419

***

# C3H4N2O2

An isolated molecule of C3H4N2O2 in a non-equilibrium geometry (ωB97M-V/def2-TZVPD, the OMol25 dataset).

XYZ file:
```
11
Properties=species:S:1:pos:R:3
O -1.18 -0.84 1.80
O -0.83 -2.09 -0.71
N 0.08 0.10 -0.22
N -0.49 1.04 0.63
C -0.41 -1.03 -0.56
C -1.14 0.38 1.62
C 1.26 0.34 -1.03
H 1.08 0.98 -1.89
H 2.08 0.74 -0.40
H -1.69 1.08 2.26
H 1.22 -0.70 -1.49
```

Its charge is 0. The energy relative to the best compared isomer or geometry (same formula, charge and spin) is 454.9 kJ/mol.

Atom-resolved charges from Mulliken, all expressed in e: atom 1 (O): -0.6329, atom 2 (O): -0.3018, atom 3 (N): 0.5658, atom 4 (N): -0.9105, atom 5 (C): 0.6599, atom 6 (C): 0.1284, atom 7 (C): -0.7235, atom 8 (H): 0.3133, atom 9 (H): 0.2591, atom 10 (H): 0.3854, atom 11 (H): 0.2568

***

| no. | orbital gap (eV) |
| --- | --- |
| 1 | 9.660 |
| 2 | 10.220 |
| 3 | 8.267 |
| 4 | 8.640 |
| 5 | 6.171 |
| 6 | 8.785 |